#one
Formula: C4H10O3
Source: the Open Molecules 2025 dataset
Level of theory: ωB97M-V/def2-TZVPD

Last column: Mulliken charge in e.
Geometry (Å):
1 H 0.723 -1.473 2.494  0.139
2 H -0.171 -0.408 -1.656  0.218
3 H 0.772 0.869 0.944  0.202
4 C 0.024 0.483 -1.033  -0.458
5 C -0.296 -1.024 2.648  -0.438
6 H 0.825 1.448 -2.586  0.421
7 H 0.542 0.908 -4.510  0.155
8 H -1.595 0.014 1.239  0.221
9 C 0.384 0.013 0.374  -0.378
10 H -0.973 0.934 -0.978  0.230
11 O 0.598 1.795 -4.138  -1.144
12 C -0.722 -0.646 1.161  -0.350
13 H -0.148 -0.040 3.173  0.161
14 H -1.107 -1.623 0.828  0.233
15 O 1.045 1.248 -1.598  -0.502
16 O -1.150 -1.835 3.296  -0.919
17 H 1.248 -0.663 0.342  0.209

Computed properties:
Total charge: -2
LUMO energy in eV: 7.0
HOMO-LUMO gap in hartree: 0.253

#two
Formula: C4H10O3
Source: the Open Molecules 2025 dataset
Level of theory: ωB97M-V/def2-TZVPD

Last column: Mulliken charge in e.
Geometry (Å):
1 C -1.346 0.225 -0.175  -0.596
2 O -1.884 1.495 0.198  -0.771
3 H 0.128 0.699 1.143  0.199
4 H 2.014 -2.121 -0.900  0.092
5 C 2.026 -1.736 0.171  -0.442
6 H -0.102 -2.079 0.042  0.299
7 H -1.743 2.377 -0.656  0.389
8 H -1.407 0.066 -1.263  0.242
9 H 0.823 0.445 -0.570  0.283
10 H -1.934 -0.440 0.475  0.301
11 O 2.584 -2.656 0.982  -0.920
12 H -1.225 3.839 -0.544  0.213
13 H 2.581 -0.749 0.086  0.151
14 C 0.151 0.110 0.227  -0.320
15 C 0.565 -1.329 0.511  -0.395
16 O -1.651 3.423 -1.304  -0.936
17 H 0.421 -1.569 1.577  0.209

Computed properties:
Total charge: -2
LUMO energy in eV: 7.0
HOMO-LUMO gap in hartree: 0.242

The structure with the least stability is #two.

#one
Formula: C3H6N2O3
Source: the Open Molecules 2025 dataset
Level of theory: ωB97M-V/def2-TZVPD

Last column: Mulliken charge in e.
Geometry (Å):
1 C 0.887 -1.190 -0.925  0.251
2 C -0.171 -1.414 1.249  -0.624
3 N 0.484 2.242 -0.286  -0.572
4 H 0.735 -0.949 1.636  0.332
5 O -0.210 -1.582 -0.171  -0.294
6 H -0.371 -2.393 1.679  0.249
7 H 1.346 1.709 -0.421  0.274
8 H 0.874 -1.730 -1.881  0.369
9 O -2.702 1.115 0.149  -0.426
10 H 0.553 3.019 -0.940  0.256
11 N -0.527 1.387 -0.718  -0.090
12 C -1.612 1.059 -0.265  0.585
13 H -1.053 -0.812 1.469  0.205
14 O 1.765 -0.460 -0.574  -0.517

Computed properties:
LUMO energy in eV: 0.8
HOMO-LUMO gap in hartree: 0.374
Structure (SMILES): NN=C=O.COC=O

#two
Formula: C3H6N2O3
Source: the Open Molecules 2025 dataset
Level of theory: ωB97M-V/def2-TZVPD

Last column: Mulliken charge in e.
Geometry (Å):
1 C -2.416 0.298 -0.406  0.619
2 C -0.078 -0.324 0.019  0.497
3 N 0.006 -1.410 -0.546  -0.514
4 H -0.323 -2.279 -0.153  0.264
5 H -3.863 -0.701 0.318  0.357
6 C 2.537 0.429 0.035  -0.801
7 N 1.281 0.403 0.734  -0.390
8 O -2.890 -0.685 0.366  -0.398
9 H 2.605 1.231 -0.709  0.255
10 H 3.352 0.589 0.752  0.265
11 H 2.660 -0.529 -0.469  0.326
12 O -0.856 0.734 0.008  -0.321
13 O -3.074 0.964 -1.140  -0.408
14 H 1.059 1.282 1.189  0.249

Computed properties:
LUMO energy in eV: 0.0
HOMO-LUMO gap in hartree: 0.316
Structure (SMILES): [H]/N=C(\NC)OC(=O)O

#three
Formula: C3H6N2O3
Source: the Open Molecules 2025 dataset
Level of theory: ωB97M-V/def2-TZVPD

Last column: Mulliken charge in e.
Geometry (Å):
1 H 0.384 -2.259 0.560  0.321
2 H -0.554 0.429 -1.247  0.513
3 N -0.551 -0.970 -0.889  -0.479
4 H 2.958 -0.042 1.826  0.299
5 O -2.383 1.145 0.134  -0.556
6 N -1.901 1.881 -0.705  1.063
7 H 2.160 -1.676 1.660  0.142
8 H 0.957 0.788 0.301  0.376
9 C 2.079 -0.550 1.454  -0.821
10 C 0.173 -1.310 0.090  -0.010
11 O -2.326 2.869 -1.195  -0.575
12 O -0.798 1.448 -1.314  -0.551
13 C 1.130 -0.197 0.587  0.074
14 H -1.327 -1.555 -1.262  0.204

Computed properties:
LUMO energy in eV: -0.1
HOMO-LUMO gap in hartree: 0.381
Structure (SMILES): O=[N+]([O-])O.[H]/N=C/C=C

The structure with the least stability is #three.